1.
Below is 2 unconnected molecules or ions with the total composition C6H15O3PS2 at a distorted geometry, with properties calculated with ωB97M-V/def2-TZVPD.

```
27
Properties=species:S:1:pos:R:3:forces:R:3:mulliken_charge:R:1
C 2.73579 -0.31668 -0.25283 1.9 1.9 -1.5 -1.39
C 0.69257 0.25468 -1.82485 3.5 0.3 -3.2 -1.64
C 1.22780 1.74188 0.06845 2.0 -0.7 -2.6 -1.77
C 0.30392 -0.40432 1.87152 -0.8 -2.4 1.5 -1.71
C 1.33950 0.30098 -0.44032 -2.9 -0.6 1.1 1.73
C 0.41611 -0.59877 0.40826 -0.4 -0.1 0.4 0.58
O -2.83596 -1.12369 1.13901 0.1 -1.1 -2.1 -0.51
O -2.87278 -0.91156 -1.38835 1.9 -1.4 2.1 -0.45
O -1.56102 0.69717 0.10510 -0.2 0.2 -0.5 -0.44
P -2.90473 0.01507 -0.07018 0.4 0.6 1.3 0.44
S -4.57735 1.00618 0.03964 0.3 0.0 -0.1 -0.48
S -0.18630 -1.97188 -0.34077 -1.0 -1.1 2.1 0.02
H 2.76069 -1.28562 -0.86664 0.4 1.3 1.3 0.36
H 3.07989 -0.33771 0.84596 -0.7 -0.5 -1.7 0.31
H 3.48234 0.51445 -0.75950 -1.6 -2.3 1.1 0.34
H -0.36009 0.32048 -1.84041 -1.1 -0.4 0.3 0.38
H 0.99470 1.13272 -2.46631 0.0 -0.4 1.0 0.40
H 1.14816 -0.54264 -2.51613 -1.1 0.4 1.2 0.40
H 1.76801 1.83222 0.93345 1.9 0.4 2.1 0.52
H 1.73261 2.27227 -0.77278 -0.4 0.3 1.0 0.49
H 0.30382 2.13578 0.32014 -2.2 0.3 -0.4 0.30
H -0.58606 0.08465 2.18395 -1.0 0.7 -0.5 0.40
H 1.05728 0.11202 2.35330 2.0 1.6 0.2 0.50
H 0.26192 -1.29362 2.57175 0.0 0.1 -1.6 0.42
H -3.00790 -0.62340 1.90799 -0.5 0.7 1.6 0.28
H -3.41314 -0.49633 -2.00083 -1.9 1.1 -2.1 0.28
H -0.99979 -2.51431 0.79137 1.5 1.1 -1.9 0.23
```
Positions in Å, forces in eV/Å.

- energy above the lowest of the compared OMol25 structures with the same formula, charge and spin (eV) = 0.911
- lowest unoccupied orbital energy (eV) = -1.21
- orbital gap (eV) = 6.65


2.
Below is a single C6H8O6S molecule at a distorted geometry, with properties calculated with ωB97M-V/def2-TZVPD.

```
21
Properties=species:S:1:pos:R:3:forces:R:3:mulliken_charge:R:1
O 2.04376 -2.04199 -0.30423 -2.7 -0.5 2.3 -0.56
C 2.32327 -0.78676 -0.76660 2.2 1.9 -0.8 -0.80
C 1.53612 0.38861 -0.18625 -2.6 -0.4 2.0 0.28
O 1.87575 1.61899 -0.71994 0.4 -0.3 -0.8 -0.57
S 1.82567 0.39272 1.69287 -2.7 1.9 -0.3 -0.15
C -0.06099 0.18872 -0.16378 2.1 2.5 -2.0 -0.03
O -0.51626 -1.00797 0.22635 -0.4 -1.6 1.4 -0.29
C -1.82810 -0.90555 0.50334 -0.3 4.1 -1.3 0.01
O -2.59365 -1.90918 0.83287 0.1 -2.4 0.0 -0.53
C -2.22403 0.38784 0.20775 -0.9 -0.8 -0.6 0.46
O -3.50587 0.93644 0.05033 1.2 -0.5 0.2 -0.59
C -1.10467 1.08746 -0.30412 1.7 -2.2 0.8 0.56
O -1.10249 2.30878 -0.82784 -2.0 1.3 0.2 -0.58
H 1.25849 -1.90493 0.33564 1.8 -0.9 -1.4 0.49
H 3.41257 -0.59428 -0.68372 -0.2 0.3 1.0 0.36
H 2.35414 -0.73914 -1.82730 -1.2 0.0 -1.5 0.40
H 1.80028 2.34076 -0.08239 -0.1 -0.4 0.1 0.41
H 2.83501 -0.31535 1.62808 3.2 -2.0 0.0 0.12
H -2.26141 -2.68250 0.32962 -0.5 0.2 0.5 0.36
H -4.00494 0.63137 0.80000 -0.7 0.0 0.4 0.33
H -2.06266 2.60595 -0.74068 1.7 -0.2 -0.3 0.33
```
Positions in Å, forces in eV/Å.

- energy above the lowest of the compared OMol25 structures with the same formula, charge and spin (eV) = 0.064
- lowest unoccupied orbital energy (eV) = 0.30
- orbital gap (eV) = 8.19
- SMILES string = OC[C@](O)(S)c1oc(O)c(O)c1O


3.
Below is a single C2H10N4 molecule at a distorted geometry, with properties calculated with ωB97M-V/def2-TZVPD.

```
16
Properties=species:S:1:pos:R:3:forces:R:3:mulliken_charge:R:1
C 1.25395 1.34023 -0.09571 -2.5 2.7 -0.1 -1.10
C 1.11074 -0.03059 0.53033 0.3 -1.0 -1.4 -0.17
N -0.33149 -0.40668 0.43814 -0.2 -1.2 -0.9 0.05
N -0.66329 -1.69280 1.01594 0.6 -0.5 -2.2 -0.68
N -0.74490 -0.43152 -0.99690 0.4 -1.9 -0.1 -0.24
N -1.79369 0.39914 -1.22764 -1.1 4.4 1.0 -0.71
H 0.66067 2.19210 0.50264 0.8 -2.1 -0.9 0.24
H 2.23480 1.79864 -0.03837 0.4 -0.5 -0.6 0.39
H 0.73036 1.39148 -1.13330 1.6 -0.2 1.6 0.22
H 1.84420 -0.80383 0.02109 -1.4 1.2 0.8 0.28
H 1.36830 0.02986 1.58280 -0.1 -0.2 0.2 0.32
H -0.33444 -1.70677 1.95654 0.3 0.0 0.7 0.26
H -0.14320 -2.43236 0.45462 -0.5 0.9 1.2 0.26
H -1.20234 -1.27342 -1.46170 1.9 0.0 2.0 0.36
H -2.59612 0.25978 -0.56695 0.9 0.0 -0.5 0.25
H -1.39356 1.36673 -0.98153 -1.4 -1.5 -0.7 0.27
```
Positions in Å, forces in eV/Å.

- energy above the lowest of the compared OMol25 structures with the same formula, charge and spin (eV) = 4.075
- lowest unoccupied orbital energy (eV) = 1.17
- orbital gap (eV) = 9.94
- SMILES string = CCN(N)NN


4.
Below is a single C7H7ClO3S molecule at a distorted geometry, with properties calculated with ωB97M-V/def2-TZVPD.

```
19
Properties=species:S:1:pos:R:3:forces:R:3:mulliken_charge:R:1
O -2.59909 -1.24784 -1.32590 0.1 -0.1 0.3 -0.56
S -2.49204 -0.02360 -0.59949 -0.4 -0.1 -0.7 1.08
O -2.54885 1.21427 -1.30931 0.0 0.1 0.2 -0.52
Cl -4.05410 0.01922 0.72363 0.0 -0.1 0.2 -0.24
C -1.02989 -0.04271 0.48809 3.5 -3.6 -4.3 0.58
C -0.78567 1.31828 1.03294 0.0 0.3 0.5 -0.81
C 0.03344 1.97891 -0.05634 0.3 -0.2 -0.2 -0.38
C 0.53985 1.15509 -0.98214 0.2 0.6 0.1 -0.61
C 0.21557 -0.22035 -0.71140 0.5 -0.4 -0.1 0.28
C 0.77601 -1.47420 -0.91785 -4.6 3.6 3.5 -0.53
C -0.09114 -2.24157 0.12536 0.1 -0.6 -0.2 -0.45
O -0.81207 -1.31677 1.02746 -0.2 0.1 0.6 -0.55
H -0.24228 1.28391 1.98104 0.0 0.0 0.0 0.39
H -1.72930 1.84168 1.18901 0.0 0.1 0.2 0.30
H 0.19310 3.04181 -0.03308 0.1 0.2 0.0 0.44
H 1.17576 1.46070 -1.79599 0.1 0.2 -0.1 0.44
H 1.54046 -1.85429 -1.54861 0.4 -0.1 -0.3 0.47
H -0.83871 -2.84783 -0.39412 0.0 0.0 0.2 0.27
H 0.49872 -2.88044 0.78702 -0.1 0.1 0.0 0.39
```
Positions in Å, forces in eV/Å.

- energy above the lowest of the compared OMol25 structures with the same formula, charge and spin (eV) = 2.940
- lowest unoccupied orbital energy (eV) = 0.26
- orbital gap (eV) = 9.20
- SMILES string = O=S(=O)(Cl)[C@]12CC=CC1=CCO2


| no. | HOMO energy (eV) |
| --- | --- |
| 1 | -7.85 |
| 2 | -7.88 |
| 3 | -8.77 |
| 4 | -8.94 |